Entry 1:
Formula: C38H56AlBrF4I
Source: OMol25
Level of theory: ωB97M-V with the def2-TZVPD basis set

```
101
Properties=species:S:1:pos:R:3:lowdin_charge:R:1
C 3.2281 -0.6992 3.3287 -0.097
C 4.6369 -0.3895 2.7871 -0.257
C 4.6197 0.2072 1.3795 -0.198
C 4.6714 -0.8045 0.2078 -0.184
C 4.5217 -2.2733 0.5854 -0.221
C 4.2849 -3.0850 -0.6726 -0.223
C 4.1820 -4.5813 -0.4239 -0.221
C 3.6006 -5.3230 -1.6226 -0.192
C 2.0558 -5.3261 -1.7519 -0.194
C 1.2998 -4.4815 -0.7416 -0.243
C -0.2184 -4.6905 -0.7652 -0.260
C -1.0934 -3.4268 -0.9722 -0.216
Al -0.5647 -1.7669 0.0703 0.252
C 0.7969 -2.1121 1.5353 -0.197
C 0.5112 -3.3066 2.4278 -0.263
F 0.4164 -2.9117 3.7793 -0.099
C 0.1275 -0.1985 -1.0725 -0.270
C -0.1032 -0.2352 -2.5729 -0.799
C -1.5634 -0.2924 -2.9483 -0.155
Br 0.9171 -1.6401 -3.5190 0.665
C -2.2465 -1.0535 1.0382 -0.733
I -1.9673 0.9155 1.8772 0.811
C -3.5478 -1.1360 0.2394 -0.393
C -4.7894 -1.2297 1.1601 -0.133
H 3.1129 -1.7296 3.6382 0.069
H 3.0387 -0.0884 4.2037 0.067
H 2.4699 -0.4247 2.6116 0.041
H 5.2977 -1.2421 2.8797 0.091
H 5.0448 0.3763 3.4387 0.088
H 3.7164 0.7963 1.2797 0.099
H 5.4376 0.9163 1.3035 0.092
H 5.5943 -0.6634 -0.3402 0.104
H 3.8439 -0.5695 -0.4502 0.096
H 3.7565 -2.4434 1.3342 0.090
H 5.4726 -2.6058 0.9977 0.114
H 3.4596 -2.6980 -1.2577 0.096
H 5.1754 -2.9492 -1.2832 0.115
H 3.6859 -4.8112 0.5128 0.101
H 5.2060 -4.9299 -0.3094 0.105
H 4.0147 -4.8495 -2.5080 0.097
H 3.9435 -6.3515 -1.6566 0.094
H 1.6579 -6.3331 -1.7328 0.098
H 1.8038 -4.9338 -2.7347 0.096
H 1.5642 -3.4396 -0.8479 0.062
H 1.6429 -4.7737 0.2470 0.088
H -0.4719 -5.4177 -1.5349 0.090
H -0.5108 -5.1424 0.1793 0.086
H -2.0925 -3.7064 -0.6277 0.037
H -1.2108 -3.2474 -2.0363 0.017
H 1.7426 -2.3059 1.0337 0.026
H 0.9405 -1.2254 2.1440 0.031
H -0.3923 -3.8557 2.1668 0.090
H 1.3303 -4.0224 2.4103 0.093
H -0.3805 0.7085 -0.7516 0.015
H 1.1846 -0.0447 -0.8563 0.040
H 0.2951 0.6711 -3.0099 0.063
H -1.9659 -1.2960 -2.9625 0.058
H -1.6830 0.1397 -3.9363 0.067
H -2.1197 0.3407 -2.2697 0.071
H -2.3612 -1.7042 1.9014 0.018
H -3.5456 -2.0317 -0.3705 0.078
H -3.6335 -0.2330 -0.3523 0.069
H -4.5442 -0.7295 2.0885 0.029
H -5.6650 -0.7415 0.7469 0.058
H -4.9816 -2.2641 1.4194 0.063
F -4.3357 6.9933 -1.7101 0.043
C -4.0970 6.3413 -0.5495 -0.292
C -4.4074 6.9650 0.6415 -0.027
C -4.1651 6.2923 1.8307 -0.085
C -3.6136 5.0188 1.8122 -0.089
C -3.3058 4.4112 0.6032 -0.087
C -3.5519 5.0740 -0.5908 -0.014
H -4.8313 7.9607 0.6329 0.112
H -4.4091 6.7634 2.7743 0.093
H -3.4242 4.4962 2.7406 0.100
H -2.8744 3.4182 0.5941 0.013
H -3.3261 4.6158 -1.5447 0.117
F 4.3731 1.1056 -4.5260 0.064
C 5.1094 0.1589 -5.1310 -0.285
C 4.6036 -1.1216 -5.2422 -0.009
C 5.3648 -2.0849 -5.8865 -0.081
C 6.6172 -1.7657 -6.3949 -0.107
C 7.1087 -0.4749 -6.2649 -0.097
C 6.3499 0.4999 -5.6335 -0.024
H 3.6306 -1.3567 -4.8305 0.066
H 4.9792 -3.0907 -5.9873 0.104
H 7.2090 -2.5237 -6.8913 0.096
H 8.0854 -0.2239 -6.6570 0.099
H 6.7096 1.5152 -5.5305 0.114
F -5.8768 8.2938 4.8053 0.050
C -6.9609 7.5090 4.6412 -0.296
C -7.9760 7.9340 3.8084 -0.021
C -9.0858 7.1205 3.6366 -0.085
C -9.1697 5.9045 4.2999 -0.098
C -8.1385 5.4980 5.1345 -0.081
C -7.0214 6.3014 5.3063 -0.017
H -7.8926 8.8874 3.3038 0.116
H -9.8859 7.4368 2.9812 0.103
H -10.0374 5.2732 4.1640 0.100
H -8.2016 4.5511 5.6530 0.105
H -6.2026 5.9984 5.9451 0.119
```

**Lowest unoccupied orbital energy**: 2.138 eV
**Total charge**: -1

=====

Entry 2:
Formula: C7H11N
Source: OMol25
Level of theory: ωB97M-V with the def2-TZVPD basis set

```
19
Properties=species:S:1:pos:R:3:lowdin_charge:R:1
C -1.3159 1.6579 -0.3976 -0.243
C -1.6305 0.3410 -0.2568 -0.089
C 0.4017 -0.2048 -0.0362 -0.057
C 0.9212 1.1299 -0.0852 -0.437
C -2.7521 -0.5419 -0.5224 -0.119
C 0.7264 -1.5909 0.1317 -0.132
C 2.1248 1.1982 0.9621 -0.023
N -0.1010 2.1584 -0.1887 0.040
H -2.1384 2.3879 -0.5086 0.114
H 1.1612 1.2213 -1.1761 0.176
H -3.6568 0.0997 -0.0946 0.127
H -2.5025 -1.5389 -0.1503 0.065
H -3.0004 -0.6862 -1.6001 0.083
H 1.7784 -1.7257 0.0412 0.053
H 0.0416 -2.2789 -0.6064 0.129
H 0.5064 -2.0902 1.1302 0.096
H 3.0197 0.6894 0.5357 0.080
H 1.9117 0.6554 1.8892 0.076
H 2.3749 2.2417 1.1021 0.061
```

**Lowest unoccupied orbital energy (spin up / spin down)**: -0.073 / 0.663 eV
**ΔE to the lowest compared entry with this formula, charge and spin**: 153.4 kcal per mole

=====

Entry 3:
Formula: C4H8N2O
Source: OMol25
Level of theory: ωB97M-V with the def2-TZVPD basis set

```
15
Properties=species:S:1:pos:R:3:lowdin_charge:R:1
C 0.6619 -1.9347 0.1788 -0.052
N 0.3441 0.7928 0.6456 -0.128
C 0.7210 -0.5985 -0.4801 -0.286
C -0.8053 1.2166 0.1865 -0.328
C -1.6216 1.2808 -0.8407 -0.022
O 0.3290 0.3536 1.9735 -0.046
N 1.1466 -0.4063 -1.6340 0.150
H 1.1821 0.6399 2.3318 0.110
H 0.9892 0.5160 -2.0329 0.069
H -0.8725 2.3482 1.0587 0.193
H 1.0789 -2.6949 -0.4826 0.083
H -0.3671 -2.1705 0.4500 0.087
H 1.2426 -1.9214 1.1013 0.072
H -1.6735 0.5054 -1.5889 0.049
H -2.3554 2.0728 -0.8670 0.047
```

**Lowest unoccupied orbital energy**: 0.787 eV
**ΔE to the lowest compared entry with this formula, charge and spin**: 149.9 kcal per mole